(1)
13
Properties=species:S:1:pos:R:3:forces:R:3:mulliken_charge:R:1 method="wB97M-V/def2-TZVPD" de_lowest_kcal_mol=67.53 spin_multiplicity=2 orbital_gap_ev="8.963 / 7.611" charge=+1 e_lumo_ev="-3.9 / -4.9" e_tot_ev=-12109.6741
O 0.518 -0.725 0.324 1.491 -0.321 -0.754 -0.762
C 0.430 1.289 -0.146 1.620 3.925 1.741 0.802
C -0.833 -0.944 0.583 0.368 0.875 -0.607 -0.437
O 0.779 2.329 0.376 0.657 -2.323 -0.311 -0.522
O -0.891 1.262 -0.373 0.508 -1.754 -1.034 -0.304
C -1.540 0.002 -0.410 -0.341 -0.668 0.709 -0.299
H -0.940 -0.684 1.645 -0.897 -0.122 -0.250 0.273
H -1.159 -1.969 0.350 0.128 0.129 0.293 0.318
H -2.571 0.165 -0.081 0.088 0.112 -0.542 0.325
H -1.452 -0.393 -1.432 -0.384 -0.081 0.236 0.208
O 1.908 0.660 -0.838 -2.408 -0.394 -0.089 -0.516
Li 1.421 -1.057 -1.474 -0.429 0.384 0.695 0.909
Cs 4.329 0.066 1.477 -0.401 0.238 -0.089 1.005

(2)
57
Properties=species:S:1:pos:R:3:forces:R:3:mulliken_charge:R:1 method="wB97M-V/def2-TZVPD" de_lowest_kcal_mol=3.28 spin_multiplicity=1 smiles="CCOc1cc(C[NH2+]Cc2cccnc2)ccc1OCC(=O)NC(C)(C)C" orbital_gap_ev=8.033 charge=+1 e_lumo_ev=-3.0 e_tot_ev=-32870.5563
C 1.513 1.255 -1.922 -0.136 0.254 0.386 -0.529
C 1.682 2.194 -0.736 0.633 -0.169 -0.407 -0.517
O 0.432 2.685 -0.257 -0.360 -0.084 0.128 -0.411
C -0.305 2.074 0.687 -0.132 0.088 0.086 -0.228
C -1.469 2.765 1.012 0.099 -0.211 0.261 -0.316
C -2.366 2.308 1.968 0.213 0.038 0.103 0.617
C -3.671 3.031 2.140 0.602 -0.044 0.556 -1.427
N -4.437 2.988 0.851 -0.130 0.334 -0.117 -0.013
C -4.935 1.633 0.451 -0.084 -0.780 -0.307 -1.292
C -3.835 0.783 -0.125 0.060 -0.126 -0.229 0.777
C -3.188 1.150 -1.303 -0.055 -0.275 0.098 -0.092
C -2.174 0.346 -1.791 -0.111 0.074 0.043 -0.693
C -1.832 -0.796 -1.076 0.072 0.113 -0.411 -0.402
N -2.456 -1.156 0.033 0.083 -0.524 0.246 -0.547
C -3.434 -0.399 0.487 -0.324 0.346 -0.125 -0.596
C -2.062 1.163 2.681 -0.029 0.292 0.027 -0.964
C -0.915 0.455 2.372 0.196 0.095 -0.018 -0.556
C -0.055 0.851 1.354 -0.152 0.076 0.045 0.983
O 1.013 0.100 0.977 -0.035 0.267 -0.083 -0.409
C 0.966 -1.305 1.186 0.017 -0.339 -0.151 -0.381
C 1.696 -1.927 -0.023 -0.287 0.333 0.785 0.280
O 1.114 -2.053 -1.082 -0.177 -0.090 -0.371 -0.690
N 2.971 -2.248 0.209 0.470 -0.114 0.215 -0.165
C 3.897 -2.829 -0.775 0.080 -0.110 -0.315 1.379
C 4.060 -1.859 -1.946 -0.077 -0.105 0.123 -1.536
C 5.232 -3.036 -0.064 -0.241 0.053 -0.072 -1.854
C 3.338 -4.167 -1.261 -0.008 0.162 0.046 -1.635
H 1.047 0.321 -1.622 -0.021 -0.100 -0.003 -0.103
H 2.489 1.035 -2.345 0.129 -0.063 -0.081 0.381
H 0.903 1.730 -2.687 -0.021 0.067 -0.118 0.316
H 2.245 1.717 0.067 -0.054 0.165 -0.090 0.282
H 2.209 3.099 -1.052 -0.047 -0.147 0.102 0.398
H -1.638 3.688 0.475 0.008 0.172 -0.122 0.717
H -3.506 4.082 2.390 -0.172 -0.032 -0.118 0.448
H -4.274 2.570 2.923 -0.102 0.065 -0.149 0.418
H -3.789 3.307 0.115 -0.311 0.050 0.155 0.362
H -5.228 3.639 0.905 0.204 -0.059 -0.114 0.413
H -5.370 1.150 1.327 -0.006 0.188 0.006 0.412
H -5.720 1.775 -0.297 0.042 0.159 0.164 0.486
H -3.478 2.043 -1.842 -0.021 0.111 -0.101 0.491
H -1.658 0.596 -2.703 0.082 0.021 -0.099 0.509
H -1.023 -1.442 -1.393 0.064 0.038 -0.084 0.659
H -3.922 -0.755 1.385 -0.113 0.065 0.160 0.446
H -2.712 0.810 3.465 -0.133 -0.089 0.099 0.420
H -0.693 -0.442 2.926 0.046 -0.133 0.024 0.418
H 1.444 -1.566 2.138 -0.079 0.061 -0.055 0.325
H -0.069 -1.662 1.172 0.129 0.002 -0.002 0.421
H 3.357 -2.070 1.123 -0.161 0.022 0.006 0.339
H 3.102 -1.705 -2.435 -0.044 0.035 -0.081 0.328
H 4.760 -2.266 -2.670 0.109 -0.045 -0.093 0.486
H 4.437 -0.901 -1.595 0.076 0.107 0.029 0.336
H 5.953 -3.468 -0.751 0.060 -0.035 -0.062 0.428
H 5.119 -3.714 0.780 0.008 -0.090 0.105 0.453
H 5.630 -2.088 0.294 0.074 0.113 0.046 0.448
H 3.213 -4.853 -0.426 0.013 -0.091 0.083 0.385
H 2.374 -4.017 -1.737 -0.053 -0.044 -0.060 0.345
H 4.017 -4.614 -1.980 0.102 -0.066 -0.087 0.450